The molecule C3H5NO4. Source: the Open Molecules 2025 dataset; level of theory: the ωB97M-V functional and the def2-TZVPD basis.

CARTESIAN COORDINATES (ANGSTROEM)
N (1.92788, 1.15276, 0.14761)
H (1.62182, 2.23170, 0.60957)
O (-0.89656, 1.71511, -0.32168)
O (-2.44535, -0.07978, -0.06632)
H (0.50075, -1.96186, -0.16061)
C (-1.25174, 0.57580, -0.03169)
C (1.35234, -0.03088, -0.00874)
O (-0.51751, -1.67104, 0.03711)
H (2.95995, 1.32609, 0.03492)
C (-0.15149, -0.37180, 0.59689)
O (1.86477, -1.10593, -0.42859)
H (-0.22734, -0.45177, 1.71756)
H (-2.08776, -1.11919, -0.33775)

Its SMILES is NC(=O)[C@H](O)C(=O)O. The orbital gap is 10.48 eV. The energy above the lowest of the compared OMol25 structures with the same formula, charge and spin comes out at 234.0 kJ/mol.

The molecule C4H7N3O. Source: the Open Molecules 2025 dataset; level of theory: the ωB97M-V functional and the def2-TZVPD basis.

CARTESIAN COORDINATES (ANGSTROEM)
N (0.39985, -1.18531, -0.06004)
C (2.95757, -0.45905, 0.08779)
N (-2.85352, -2.09187, -0.13459)
C (-1.91273, -1.40809, 0.15206)
H (1.30250, 0.75454, -0.08345)
H (3.55032, 0.23752, -0.44940)
H (-2.59723, 1.77034, 0.98322)
H (-2.19634, 2.36595, -0.86304)
C (-2.19598, 1.42125, -0.12604)
C (-0.76546, -0.59168, 0.11445)
H (3.06593, -1.71409, 0.04227)
H (3.29227, -0.25000, 1.27825)
O (-0.82507, 0.81084, 0.22912)
H (-2.72815, 0.56214, -0.67122)
N (1.50604, -0.22249, -0.49940)

Its SMILES is CN/N=C(/C#N)OC. The orbital gap is 9.35 eV. The energy above the lowest of the compared OMol25 structures with the same formula, charge and spin comes out at 552.4 kJ/mol.

The molecule C3H6O3S. Source: the Open Molecules 2025 dataset; level of theory: the ωB97M-V functional and the def2-TZVPD basis.

CARTESIAN COORDINATES (ANGSTROEM)
H (1.16743, -0.88461, -0.67115)
H (0.36639, 0.23271, -1.62511)
H (1.40429, 0.52132, 1.22939)
C (0.33563, 0.34476, 1.56726)
H (-1.40372, -0.12722, 0.62284)
H (-0.70967, 1.32387, 0.02105)
O (-0.05954, 1.39157, 2.44262)
C (0.20826, -0.43766, -0.88196)
H (-0.48799, -1.15445, -1.25704)
O (0.25360, -0.67064, 2.41900)
O (-1.52108, -0.04687, 4.20253)
C (-0.41362, 0.35602, 0.28948)
S (-0.22422, 0.28875, 3.72414)

The orbital gap is 10.89 eV. The energy above the lowest of the compared OMol25 structures with the same formula, charge and spin comes out at 92.1 kJ/mol.

A structure of composition CH2N4O. Source: the Open Molecules 2025 dataset; level of theory: the ωB97M-V functional and the def2-TZVPD basis.

CARTESIAN COORDINATES (ANGSTROEM)
H (-0.14976, -1.05124, 2.89791)
N (0.02903, -0.66452, -1.54044)
C (0.18984, 0.07676, -0.54187)
H (-0.73014, 0.78933, -2.68551)
N (0.39606, 0.73602, 0.46668)
O (0.12802, 0.68009, -2.24862)
N (0.04784, 0.33239, 1.74700)
N (0.08910, -0.89881, 1.90486)

The orbital gap is 9.84 eV. The energy above the lowest of the compared OMol25 structures with the same formula, charge and spin comes out at 510.2 kJ/mol.

The molecule C4H9NO. Source: the Open Molecules 2025 dataset; level of theory: the ωB97M-V functional and the def2-TZVPD basis.

CARTESIAN COORDINATES (ANGSTROEM)
C (-1.23831, -2.00042, 1.07266)
H (1.85315, 0.77793, -1.79248)
H (0.85098, 2.06796, -2.47995)
C (1.18572, 1.60137, -1.54348)
H (-0.46028, 0.29554, -1.40665)
H (-1.86515, -1.86070, 1.94453)
C (0.19895, -0.24313, 1.18749)
N (-0.74079, -0.77718, 0.53337)
H (-0.39096, -2.58450, 1.38873)
H (0.65042, -0.59375, 2.13622)
H (-1.82373, -2.67793, 0.44645)
H (-0.67685, 1.80626, -0.51250)
C (0.05021, 1.05855, -0.77047)
H (1.67584, 2.28409, -0.85866)
O (0.73080, 0.84592, 0.65475)

Its SMILES is CCO/C=N/C. The orbital gap is 10.48 eV. The energy above the lowest of the compared OMol25 structures with the same formula, charge and spin comes out at 258.5 kJ/mol.

A cluster of 2 separate species, C4H6FNO5 in total. Source: the Open Molecules 2025 dataset; level of theory: the ωB97M-V functional and the def2-TZVPD basis.

CARTESIAN COORDINATES (ANGSTROEM)
O (-4.14409, 0.90039, 1.18794)
C (-3.10007, 0.34890, 1.29478)
H (3.35688, 1.25501, -2.52895)
H (2.97785, 1.41331, -0.90921)
N (1.71800, 0.02845, -1.85886)
O (1.61686, -0.70579, -2.81388)
H (-1.27704, -0.86230, -0.29124)
O (-1.92655, 1.00031, 1.63769)
O (-2.84840, -0.93458, 1.01275)
H (0.00454, 0.42800, 1.23071)
C (-0.90178, 0.01540, 1.67505)
C (-1.45386, -1.06763, 0.76654)
O (0.83579, 0.27806, -1.07617)
H (-0.67956, -0.31876, 2.69061)
F (-1.01014, -2.30053, 1.11927)
H (3.78065, -0.12284, -1.45691)
C (3.05094, 0.64460, -1.68012)

Its SMILES is O=C1OC[C@@H](F)O1.C[N+](=O)[O-]. The orbital gap is 10.98 eV. The energy above the lowest of the compared OMol25 structures with the same formula, charge and spin comes out at 0.0 kJ/mol.

A structure of composition C12H13ClFN2O3PSSn. Source: the Open Molecules 2025 dataset; level of theory: the ωB97M-V functional and the def2-TZVPD basis.

CARTESIAN COORDINATES (ANGSTROEM)
H (1.33023, -0.72284, 2.21458)
H (4.20353, 0.80652, -0.55892)
H (2.49346, -2.08726, -1.64977)
H (2.56482, 0.18987, -0.75549)
H (4.47254, -1.67403, 0.63620)
C (1.90194, -2.66038, 0.35681)
H (1.44418, -3.62197, 0.11369)
H (2.35326, -2.68982, 1.34891)
C (-1.89087, -0.63379, -1.82014)
H (-1.11573, 1.41408, 3.15029)
C (-2.86681, 0.33237, -1.90222)
H (4.82972, -1.38004, -1.06335)
C (0.79627, -1.64959, 0.30897)
Sn (-3.13502, 3.57848, 3.43632)
O (-3.56954, 3.74773, -1.38277)
C (3.49444, 0.06938, -0.18796)
C (-0.99545, -0.68995, -0.73891)
H (-1.79605, -1.38014, -2.60152)
N (-0.27916, 0.24526, 1.37971)
O (-5.28211, 1.99715, -1.88369)
Cl (-0.44739, 3.52779, 1.49050)
C (-2.97192, 1.28596, -0.88940)
C (-2.11441, 1.25431, 0.19492)
C (-1.11098, 0.25800, 0.29486)
P (-2.12866, 2.45648, 1.46188)
N (-0.02870, -1.64871, -0.70746)
F (-4.72699, 2.60530, 0.38407)
C (2.97965, -2.39379, -0.71866)
C (0.64287, -0.68219, 1.37447)
S (-4.22256, 2.51878, -1.11805)
H (3.26576, 0.31273, 0.85415)
H (-3.55660, 0.35736, -2.73513)
O (-2.05152, 1.66149, 2.96264)
H (3.48323, -3.33815, -0.93252)
C (4.03457, -1.36638, -0.31702)

As for the total charge: +2. The orbital gap is 5.55 eV. The energy above the lowest of the compared OMol25 structures with the same formula, charge and spin comes out at 0.0 kJ/mol.

A cluster of 6 separate species, C25H51BrN6O8P2 in total. Source: the Open Molecules 2025 dataset; level of theory: the ωB97M-V functional and the def2-TZVPD basis.

CARTESIAN COORDINATES (ANGSTROEM)
O (-0.17750, -1.01700, -3.83986)
H (-3.01113, -0.43031, 3.31439)
H (1.07913, -4.65517, -3.14350)
H (-2.05074, -0.50586, 6.17855)
O (2.74660, -4.84942, -1.26213)
C (-3.01349, -0.37948, 5.56432)
H (-5.19540, -1.76330, 8.35183)
C (-3.03277, -2.69644, 4.91541)
H (-1.12210, 4.18537, -9.62240)
N (1.45718, -1.41441, -2.35714)
H (-4.14001, 0.95526, 2.08027)
C (-3.48494, 1.79640, 2.50688)
C (-2.07958, -3.49478, 5.93340)
H (3.39302, -2.18762, -2.72493)
C (3.16086, 2.07000, -5.43202)
N (5.54214, 2.27696, -4.85984)
H (0.11123, 3.49633, -10.70322)
H (2.32313, -5.12294, -4.31465)
H (-3.46598, 2.10833, 10.49198)
H (-1.66266, 4.17801, -7.34582)
H (-5.01463, 1.85598, 9.67086)
O (-3.84361, 0.04313, 11.88759)
H (0.79947, -1.07172, -1.66987)
H (-1.67782, 2.69739, -6.37395)
H (-1.21479, -3.92810, 5.29650)
C (2.76691, -1.83785, -1.90659)
C (1.81709, -5.41821, -3.39297)
C (-0.05323, 4.08572, -9.79859)
H (2.22342, 1.78857, -4.95550)
H (-4.01048, 2.82376, 2.44998)
H (4.04113, -8.37055, -3.14187)
C (0.08759, 2.96001, -7.54038)
C (5.95814, 2.71548, -6.17367)
H (-5.12480, -1.64907, 10.81170)
H (6.24418, 2.18103, -4.13939)
C (0.50648, 2.63808, 3.37397)
H (-3.51109, 1.13607, 9.01230)
N (0.62517, 3.43233, -8.70021)
O (0.68917, 0.27826, 0.51528)
C (4.06476, -7.34544, -3.51782)
C (-4.05825, 1.39222, 9.92240)
C (-5.61373, -0.90602, 8.88340)
H (-3.82023, -3.45875, 4.54427)
C (-4.28632, 0.15702, 10.75221)
H (-0.53211, 6.33726, 4.32391)
H (-5.43247, -0.00089, 8.30763)
H (4.44814, -6.47333, -1.62032)
H (1.29810, -6.36878, -3.53448)
C (-2.66615, 0.28522, 4.14796)
C (2.81461, -5.53730, -2.27227)
H (-2.16907, 5.06216, 2.54411)
C (0.96394, -1.41116, -3.62512)
C (1.86254, -1.90196, -4.72889)
H (1.33626, -1.84150, -5.68191)
H (2.63404, -2.64168, -1.18270)
H (-2.40706, -2.42566, 3.99991)
H (0.38555, 5.07689, -9.93241)
H (-2.64417, -4.42351, 6.32657)
H (3.24987, -0.98895, -1.41732)
P (-1.85358, 2.03178, 1.50751)
C (-0.27371, 5.26444, 3.99857)
H (6.69198, 2.00308, -6.55739)
H (-6.68980, -1.04775, 9.00594)
O (-3.23024, 1.59943, 3.93873)
C (0.97631, 4.62611, 4.62812)
H (-1.93873, 2.58620, -8.12200)
N (-5.01254, -0.85372, 10.19887)
H (0.66871, 1.01137, -0.14462)
H (2.13794, -2.94274, -4.55110)
O (-3.77800, -1.60667, 5.49947)
H (6.42886, 3.69633, -6.07547)
H (5.12393, 2.78372, -6.86868)
H (3.32759, -7.23479, -4.31026)
C (-1.39526, 3.11896, -7.33858)
N (1.36323, 3.30642, 4.28025)
H (5.05923, -7.13313, -3.91631)
C (-0.78944, 3.09771, 2.67498)
N (3.81774, -6.44864, -2.40963)
O (0.80583, 2.42759, -6.70429)
C (-1.24808, 4.57462, 2.99390)
H (0.82982, 1.56067, 3.11036)
H (1.58833, 5.22268, 5.37581)
H (1.62335, 3.29134, -8.76640)
H (2.75730, -1.27799, -4.78701)
O (4.10110, 1.60335, -3.27948)
P (-0.88345, 0.06147, 1.19275)
H (-1.63262, -2.86735, 6.77244)
H (3.33907, 1.39409, -6.27109)
H (-1.52018, 0.34023, 4.07267)
H (3.07338, 3.09855, -5.78602)
Br (-2.20221, -1.11750, -0.27791)
C (4.28466, 1.96122, -4.43669)
H (-3.66403, 0.37287, 6.15673)

Its SMILES is CCOCCOCP(c1cccnc1)#P(O)Br.CNC(C)=O.CNC(C)=O.CNC(C)=O.CNC(C)=O.CNC(C)=O. The orbital gap is 7.83 eV.

A cluster of 2 separate species, CN4OS in total. Source: the Open Molecules 2025 dataset; level of theory: the ωB97M-V functional and the def2-TZVPD basis.

CARTESIAN COORDINATES (ANGSTROEM)
C (0.07683, 0.15229, 0.21922)
N (-0.55911, 0.46668, -0.86100)
N (-1.83510, 0.04235, -0.55706)
O (3.89494, -0.74216, 0.41537)
N (-1.78517, -0.54699, 0.60759)
S (2.83889, 0.31907, -0.20022)
N (-0.52816, -0.51689, 1.14672)

As for the total charge: -2. The orbital gap (spin up / spin down) is 5.67 / 5.67 eV. The energy above the lowest of the compared OMol25 structures with the same formula, charge and spin comes out at 260.9 kJ/mol.